[1]
8
Properties=species:S:1:pos:R:3:forces:R:3:mulliken_charge:R:1 method="wB97M-V/def2-TZVPD" e_homo_ev=-11.4 homo_lumo_gap_ev=11.82
C 0.166107 -0.019757 0.225750 2.27 -2.78 -2.64 0.8207
N -1.150114 0.176774 0.055263 -2.26 -0.18 -0.11 -0.4319
O 0.895313 1.021416 -0.341831 -1.87 -0.37 0.30 -0.1137
F 0.591228 -1.468121 -0.835084 -0.82 2.79 1.64 -0.5478
F 0.698574 -0.502751 1.316996 -0.99 0.76 -0.02 -0.1745
F 2.247214 0.783154 -0.282366 0.64 -0.54 0.15 -0.0872
H -1.567199 0.072476 -0.901224 1.32 0.23 1.22 0.2650
H -1.881122 -0.063193 0.762499 1.71 0.10 -0.54 0.2693

---

[2]
8
Properties=species:S:1:pos:R:3:forces:R:3:mulliken_charge:R:1 method="wB97M-V/def2-TZVPD" e_homo_ev="-10.0 / -10.0" homo_lumo_gap_ev="8.70 / 8.70" smiles="C=S(F)(F)=NF"
C -1.212671 1.140218 0.762207 3.23 2.37 -0.74 -0.5893
N 1.808386 0.065507 -0.230883 -0.90 0.20 0.22 -0.1971
F 2.639950 -0.923143 -0.811359 -1.58 0.59 0.87 -0.1248
F -0.277815 -1.283853 1.038150 0.91 0.36 -0.52 -0.1894
F -0.114912 -1.324551 -1.257864 0.52 1.97 1.72 -0.2874
S 0.279561 -0.174087 -0.001438 -0.69 -2.55 -1.66 0.8502
H -1.170156 2.035553 0.029100 -0.02 -1.45 0.86 0.2512
H -1.952342 0.464357 0.472086 -1.47 -1.48 -0.75 0.2866

---

[3]
10
Properties=species:S:1:pos:R:3:forces:R:3:mulliken_charge:R:1 method="wB97M-V/def2-TZVPD" e_homo_ev=-10.3 homo_lumo_gap_ev=9.98
C -1.827615 2.704929 0.761683 -0.43 0.13 0.69 0.1039
O 0.966222 -0.192681 2.155668 1.27 1.01 -0.05 -0.4356
O 1.808583 0.906973 0.029518 1.62 0.30 2.68 -0.2833
F -1.271154 3.800016 1.283119 -1.13 -1.84 0.26 -0.0830
F 0.785275 2.212269 2.002137 1.12 -0.81 -0.40 -0.2046
F -2.368842 1.938157 1.738378 1.25 1.97 -0.84 -0.0969
P 0.462234 0.485286 -0.824625 -0.88 0.17 0.55 0.1511
S 1.816441 0.916900 1.767808 -2.34 -0.63 -1.84 0.7300
H -0.299918 1.400199 -0.058528 -0.55 -0.01 -0.76 0.0686
H -0.022035 -0.530647 0.041178 0.07 -0.31 -0.29 0.0499

---

[4]
7
Properties=species:S:1:pos:R:3:forces:R:3:mulliken_charge:R:1 method="wB97M-V/def2-TZVPD" s_squared=0.8292 e_homo_ev="-5.7 / -6.8" homo_lumo_gap_ev="4.85 / 5.89" multiplicity=2
C 0.522892 -0.312408 -0.627942 0.37 1.55 0.29 -0.5172
O -0.167004 -0.459664 1.388656 -0.79 1.52 -0.52 -0.9531
Rb 1.182310 2.038979 1.738524 -0.24 -0.96 -0.31 0.8182
Li -2.112807 0.314950 0.826379 2.00 -1.54 -0.94 0.8387
F -1.402331 -0.572767 -1.099151 0.86 0.26 0.90 -0.6791
H 1.329694 -1.061295 -0.564775 -1.22 -0.94 0.44 0.2475
H 0.647246 0.052206 -1.661690 -0.97 0.12 0.14 0.2450

---

[5]
5
Properties=species:S:1:pos:R:3:forces:R:3:mulliken_charge:R:1 method="wB97M-V/def2-TZVPD" e_homo_ev="-9.7 / -9.9" homo_lumo_gap_ev="9.54 / 9.74" smiles="[H]/N=C/F"
C 0.371015 -0.318627 0.025359 -4.81 10.91 0.01 0.0616
N -0.588215 0.986189 0.082191 3.10 -7.86 -1.91 -0.4173
F 1.633017 -0.014750 0.018828 0.10 -0.21 0.30 -0.1566
H 0.165299 -1.297575 0.174352 -0.90 -3.11 0.07 0.3093
H -1.581115 0.644764 -0.300731 2.51 0.28 1.52 0.2029

---

[6]
6
Properties=species:S:1:pos:R:3:forces:R:3:mulliken_charge:R:1 method="wB97M-V/def2-TZVPD" s_squared=2.0027 e_homo_ev="-9.1 / -11.0" homo_lumo_gap_ev="10.25 / 9.49" multiplicity=3
C -0.045042 0.517445 0.440265 -1.25 0.01 -1.46 0.5569
N -0.628893 0.398635 -0.847612 0.32 -2.24 0.92 -0.4174
O -1.300667 0.958201 0.387372 0.02 1.07 -0.05 -0.2652
F 0.973195 1.321384 0.661568 0.31 0.44 0.34 -0.1839
H 1.383425 -1.135831 1.018538 0.64 -0.64 0.16 0.0658
H -0.307876 1.096222 -1.494089 -0.03 1.36 0.09 0.2438

---

[7]
6
Properties=species:S:1:pos:R:3:forces:R:3:mulliken_charge:R:1 method="wB97M-V/def2-TZVPD" s_squared=2.0025 e_homo_ev="-7.6 / -11.7" homo_lumo_gap_ev="8.63 / 9.24" multiplicity=3
C -0.052036 -0.138487 0.277858 0.18 -0.27 -0.77 0.5580
N 0.359028 0.724895 -0.743526 -0.64 0.84 0.05 -0.3993
O 1.041385 -0.529734 -0.284653 2.00 -1.10 -0.46 -0.2890
F -1.084900 -0.927242 0.203053 -1.50 -0.68 0.02 -0.2132
H -0.026832 0.515783 2.014543 0.03 1.00 2.62 0.1048
H -0.236647 0.354786 -1.467275 -0.08 0.20 -1.45 0.2388

---

[8]
7
Properties=species:S:1:pos:R:3:forces:R:3:mulliken_charge:R:1 method="wB97M-V/def2-TZVPD" e_homo_ev=-9.6 homo_lumo_gap_ev=10.00 smiles="O=CN(F)S"
C 0.437098 -0.026584 -1.451577 -1.18 -0.71 4.62 0.2344
N 0.281869 0.065623 0.258045 -0.32 -1.28 -5.02 -0.0296
O -0.541848 0.229024 -2.047263 1.38 0.06 -0.44 -0.3544
F 1.472455 -0.430179 0.782948 0.53 0.50 0.71 -0.2221
S -0.444031 1.417843 0.825900 2.96 2.46 -0.39 -0.0691
H 1.398363 -0.586517 -1.525322 -0.46 0.55 -0.85 0.3176
H -1.485817 0.863367 1.204246 -2.91 -1.58 1.36 0.1232

---

[9]
9
Properties=species:S:1:pos:R:3:forces:R:3:mulliken_charge:R:1 method="wB97M-V/def2-TZVPD" e_homo_ev=-5.7 charge=-1 homo_lumo_gap_ev=9.73
C 0.787659 -0.835876 -0.504877 -1.76 1.35 -0.16 0.2356
O -1.888519 -0.837969 0.303351 0.44 -0.15 -0.72 -0.6322
O -1.192798 1.070375 -1.145657 0.59 -1.11 -0.56 -0.6533
O -0.679012 1.054575 1.199938 -1.08 -1.12 -0.63 -0.5651
O 0.915671 -1.972379 -0.234803 0.51 -0.91 0.92 -0.4627
F 1.535628 0.626102 0.640651 1.09 -0.62 -0.44 -0.7434
S -0.863191 0.099565 -0.113030 -1.85 1.82 2.38 1.0803
H 1.088023 -0.343654 -1.397222 1.05 0.73 -0.72 0.2813
H 0.296538 1.139260 1.251646 1.00 0.01 -0.07 0.4596

---

[10]
7
Properties=species:S:1:pos:R:3:forces:R:3:mulliken_charge:R:1 method="wB97M-V/def2-TZVPD" e_homo_ev="-9.7 / -8.2" homo_lumo_gap_ev="8.97 / 6.13"
C 1.381928 0.212821 -0.033033 0.80 2.61 2.10 -0.3959
O -0.908224 -0.867111 -1.004025 -2.85 0.57 0.56 -0.3674
F -2.154875 -0.201750 1.221991 0.12 -0.01 -2.76 -0.2799
P 1.267757 1.830082 0.330180 0.27 -1.02 -0.45 -0.0174
S -2.115041 -0.133853 -0.527692 1.79 -0.99 1.91 0.5669
H 1.851903 -0.527846 0.553171 1.49 -0.42 0.86 0.2712
H 0.676555 -0.312345 -0.540592 -1.63 -0.74 -2.21 0.2225

---

[11]
5
Properties=species:S:1:pos:R:3:forces:R:3:mulliken_charge:R:1 method="wB97M-V/def2-TZVPD" e_homo_ev="-7.9 / -7.9" homo_lumo_gap_ev="6.72 / 6.72"
C -0.296367 -0.361939 -0.361612 -0.06 2.23 3.18 -0.5116
F -1.155914 -0.870867 0.520508 0.59 0.08 -1.15 -0.1782
P 1.363073 1.531497 1.387285 -1.04 -1.22 -1.17 -0.0540
H -0.501313 0.486902 -0.925399 -1.53 1.24 -0.69 0.3599
H 0.590520 -0.785593 -0.620781 2.03 -2.35 -0.17 0.3838

---

[12]
5
Properties=species:S:1:pos:R:3:forces:R:3:mulliken_charge:R:1 method="wB97M-V/def2-TZVPD" e_homo_ev="-10.7 / -10.7" homo_lumo_gap_ev="9.09 / 9.09"
C -0.808405 0.163559 -0.035423 -2.69 -5.04 -0.33 0.0462
F -2.881108 0.154056 0.003527 3.27 -0.28 0.06 -0.5629
P -0.405288 -1.444390 0.006742 -2.42 1.08 -0.41 0.0409
H -1.035705 1.065737 0.331927 -0.07 3.69 0.68 0.4177
H 0.897528 -1.236563 -0.264373 1.90 0.56 0.00 0.0582

---

[13]
6
Properties=species:S:1:pos:R:3:forces:R:3:mulliken_charge:R:1 method="wB97M-V/def2-TZVPD" e_homo_ev=-9.6 homo_lumo_gap_ev=8.75 smiles="C=P(F)=S"
C -0.552808 0.034673 0.826805 0.86 3.21 -3.39 -0.6983
F 1.277935 -1.271789 -0.322002 -1.28 1.22 -0.72 -0.2814
P 0.303940 0.059208 -0.597380 2.73 -3.32 1.98 0.6389
S 1.195711 1.047512 -1.948584 -0.89 0.43 0.26 -0.2806
H -1.002583 -0.712399 1.335321 -0.54 -2.86 1.45 0.3377
H -1.222195 0.842795 0.705841 -0.87 1.33 0.43 0.2838

---

[14]
7
Properties=species:S:1:pos:R:3:forces:R:3:mulliken_charge:R:1 method="wB97M-V/def2-TZVPD" e_homo_ev="-6.7 / -6.8" homo_lumo_gap_ev="2.59 / 2.62"
C -0.050441 -1.282812 0.574069 0.87 -0.06 1.01 -0.2483
P 0.441729 0.418136 0.353381 -0.46 -0.79 -0.13 0.0412
I 1.327883 -2.743952 -0.019346 -0.75 0.52 0.06 0.2599
I -0.235947 4.046047 -2.350085 0.04 -0.45 0.27 -0.6200
I -1.323554 -1.747900 2.165939 0.35 0.15 -0.83 0.2646
H -0.833013 0.968566 0.291145 -0.41 0.44 0.14 0.1504
H 0.673344 0.341914 -1.015104 0.36 0.18 -0.52 0.1522

---

[15]
7
Properties=species:S:1:pos:R:3:forces:R:3:mulliken_charge:R:1 method="wB97M-V/def2-TZVPD" e_homo_ev=-9.4 homo_lumo_gap_ev=8.29
C 1.524135 1.379087 0.769759 0.52 -1.24 0.95 -0.6617
P 0.495108 0.534338 -0.525584 -0.45 -2.36 0.08 -0.0294
I 3.646765 0.892484 0.505499 -0.68 -0.11 0.16 0.1741
I 1.296371 3.407452 0.374139 -0.23 0.95 -0.10 0.2242
I 0.823012 0.918998 2.818052 0.48 0.13 -0.67 0.1575
H -0.652901 0.591892 0.243322 -0.89 0.89 0.04 0.0611
H 0.285689 -0.950361 -0.071116 1.26 1.74 -0.48 0.0743

---

[16]
6
Properties=species:S:1:pos:R:3:forces:R:3:mulliken_charge:R:1 method="wB97M-V/def2-TZVPD" e_homo_ev=-8.7 homo_lumo_gap_ev=8.29 smiles="S=CNI"
C -0.250489 0.203496 -0.843062 2.03 -5.44 6.44 -0.0126
N 0.394321 -0.228465 0.632753 -1.44 2.86 -5.08 -0.4912
S -0.837006 -0.919818 -1.725361 -0.60 -1.35 -1.52 -0.2959
I 0.561602 0.984402 2.212578 -0.09 -0.27 -0.15 0.1475
H -0.253896 1.169185 -0.905807 0.14 5.72 -0.57 0.4120
H 0.385468 -1.208800 0.628898 -0.05 -1.51 0.88 0.2403

---

[17]
6
Properties=species:S:1:pos:R:3:forces:R:3:mulliken_charge:R:1 method="wB97M-V/def2-TZVPD" e_homo_ev="-7.9 / -6.8" homo_lumo_gap_ev="6.54 / 5.12"
C -0.050122 -0.659231 -0.070523 -1.32 -1.71 0.58 -0.7802
O -3.121028 2.433357 0.184668 0.02 -0.71 -0.03 -0.3496
P -3.824572 1.174964 -0.123809 -0.33 0.65 -0.08 0.3645
I -2.198601 -0.915228 0.016711 2.00 0.67 -0.24 0.2084
H 0.272617 -0.324721 0.878156 0.04 0.41 0.98 0.2568
H 0.504110 -0.271788 -0.883545 -0.41 0.69 -1.21 0.3000

---

[18]
5
Properties=species:S:1:pos:R:3:forces:R:3:mulliken_charge:R:1 method="wB97M-V/def2-TZVPD" e_homo_ev=-10.1 homo_lumo_gap_ev=10.64 smiles=C#P.I
C -2.977014 0.578357 0.113104 3.61 -0.15 -0.12 -0.0635
P -1.434525 0.471563 0.051762 -1.44 -0.06 0.02 -0.3631
I 4.749804 -0.769549 0.385338 -0.05 -0.01 -0.05 -0.0941
H 3.637123 -1.066720 -0.736105 0.05 0.01 0.05 0.0939
H -3.975390 0.786347 0.185903 -2.17 0.21 0.10 0.4269

---

[19]
6
Properties=species:S:1:pos:R:3:forces:R:3:mulliken_charge:R:1 method="wB97M-V/def2-TZVPD" e_homo_ev=-8.2 homo_lumo_gap_ev=8.19
C 0.763692 -0.644626 1.160767 -0.91 -0.52 -0.79 -0.1768
N 0.047694 -0.071299 0.339751 -0.70 0.46 -0.35 0.1204
N -0.544879 0.151584 -0.763218 1.30 -0.08 -0.82 0.1472
O -1.747518 0.435700 -1.092633 0.57 -0.35 1.36 -0.5684
H 1.335458 -0.094336 1.888703 0.08 0.54 0.18 0.2166
H 0.145553 0.222977 -1.533370 -0.33 -0.04 0.42 0.2609

---

[20]
6
Properties=species:S:1:pos:R:3:forces:R:3:mulliken_charge:R:1 method="wB97M-V/def2-TZVPD" e_homo_ev="-10.5 / -10.1" homo_lumo_gap_ev="9.20 / 10.44"
C 0.938786 0.187267 -0.001840 1.13 -0.11 0.24 0.7283
N -0.277631 0.467956 -0.492899 -0.75 0.60 -0.53 -0.4055
N -0.039642 -0.757024 0.159314 -0.85 -1.21 0.19 -0.1807
O 2.079113 0.417906 0.190517 0.21 0.31 -0.03 -0.4355
H -2.370536 1.326417 0.416675 0.01 0.05 0.02 0.0244
H -0.330089 -1.642521 -0.271769 0.25 0.37 0.11 0.2691

---

ΔE to the lowest compared entry with this formula, charge and spin (computed, kcal per mole): 71.63 184.45 19.24 127.57 66.57 96.99 116.94 87.89 27.79 98.68 131.72 97.60 17.75 75.26 13.19 46.51 77.09 31.89 134.12 142.47
Calculated total energy (computed, eV): -12754.77915 -21538.82589 -33437.40361 -6688.32814 -5273.37897 -7316.44155 -7315.57676 -18155.71403 -22812.99156 -25954.23044 -13069.17670 -13070.65607 -23909.96989 -34655.72547 -34658.41683 -21492.77380 -20502.41605 -18456.55581 -6091.19587 -6090.83356